1.
Density functional theory data (wB97M-V/def2-TZVPD) for 17 unconnected molecules or ions with the total composition C29H98N6O17 in a non-equilibrium geometry.

Geometry (Å):
C 2.9685 -2.7604 6.4499
C 1.5315 -2.8579 6.3743
C 1.0091 -3.6920 5.1569
O 1.2842 -2.9564 3.9383
C 0.8354 -3.8729 2.9101
N 1.0978 -3.3621 7.6270
H 3.3180 -2.2223 7.3310
H 3.3750 -2.0918 5.6911
H 3.4203 -3.7487 6.3650
H 1.2203 -1.8133 6.3711
H -0.0747 -3.7970 5.2068
H 1.6233 -4.5912 5.1088
H 1.3225 -4.8449 2.8318
H 1.1170 -3.3161 2.0163
H -0.2390 -4.0515 2.8686
H 0.7677 -4.3151 7.5727
H 1.8751 -3.4055 8.2704
C 1.2304 3.9434 3.7445
C 2.3733 3.5647 4.7389
C 3.6612 3.2795 3.9937
O 4.8594 2.8663 4.7751
C 6.0074 2.5233 4.0444
N 2.6983 4.6075 5.7204
H 1.2332 4.9496 3.3256
H 0.2391 3.8617 4.1904
H 1.2278 3.1763 2.9702
H 2.0719 2.5905 5.1238
H 3.7183 4.1370 3.3232
H 3.4564 2.4873 3.2735
H 6.1661 3.1758 3.1859
H 5.8372 1.4843 3.7626
H 6.7610 2.4107 4.8239
H 3.0893 4.0134 6.4375
H 1.8503 4.8785 6.1975
C 0.9307 3.6762 -6.5508
C 1.5240 2.9507 -5.3111
C 0.6951 1.6977 -4.9635
O -0.6732 1.8320 -4.4162
C -0.7735 2.6195 -3.2812
N 2.8542 2.6256 -5.5327
H -0.0003 4.1540 -6.2458
H 0.6985 2.9447 -7.3248
H 1.6061 4.5094 -6.7454
H 1.5619 3.6491 -4.4751
H 1.2191 1.2394 -4.1248
H 0.7170 0.9056 -5.7120
H -0.3525 2.1381 -2.3985
H -1.8562 2.6228 -3.1557
H -0.4097 3.6463 -3.3195
H 2.7968 1.8296 -6.1516
H 3.3617 3.3468 -6.0251
C -3.9348 1.3381 -0.5601
C -4.0753 1.0944 -2.0927
C -5.0993 -0.0007 -2.3443
O -5.3797 -0.2066 -3.7278
C -4.2751 -0.7648 -4.4793
N -4.3393 2.3404 -2.7322
H -4.7425 1.9001 -0.0914
H -3.0502 1.9043 -0.2686
H -3.6210 0.3649 -0.1826
H -3.1007 0.7743 -2.4610
H -6.0411 0.1941 -1.8312
H -4.7286 -0.9045 -1.8607
H -3.8829 -1.6192 -3.9278
H -3.5265 0.0042 -4.6701
H -4.5957 -1.2366 -5.4081
H -5.3025 2.5012 -2.4744
H -4.3765 2.1427 -3.7220
C -0.1381 -1.6376 -5.9544
C -0.1244 -3.1128 -6.4148
C -0.4641 -3.3097 -7.9060
O -0.3521 -4.6977 -8.2841
C -1.1078 -5.2046 -9.4573
N 1.2167 -3.5294 -6.1250
H 0.1132 -1.6079 -4.8941
H -1.1033 -1.1451 -6.0730
H 0.6159 -1.1802 -6.5949
H -0.9226 -3.6019 -5.8564
H 0.1912 -2.7882 -8.6037
H -1.5208 -3.0652 -8.0143
H -1.0117 -6.2831 -9.5828
H -0.8192 -4.7087 -10.3841
H -2.1857 -5.0852 -9.3485
H 1.8919 -3.1108 -6.7487
H 1.0801 -4.4759 -6.4499
C 0.3677 0.3532 2.8481
C 0.2861 0.8235 1.3871
C 0.0417 -0.3823 0.5068
O -0.1998 0.0680 -0.8268
C -0.2318 -0.9492 -1.8144
N -0.9456 1.5720 1.3535
H -0.4319 -0.2819 3.2293
H 0.6781 1.1232 3.5544
H 1.2236 -0.3100 2.9737
H 1.1649 1.2588 0.9112
H -0.8545 -0.8511 0.9133
H 0.7321 -1.2202 0.6029
H -0.4355 -0.4852 -2.7795
H -1.0963 -1.5949 -1.6601
H 0.5676 -1.6896 -1.8421
H -1.5162 0.9083 1.8575
H -1.3164 1.2865 0.4584
O -2.8702 -2.3497 0.2254
H -3.8036 -2.5473 0.1478
H -2.4946 -2.6343 -0.6078
O -2.6686 -3.5739 -2.3686
H -1.8155 -3.9659 -2.5550
H -3.1094 -3.5433 -3.2177
O 3.3988 -0.8084 -2.0154
H 3.4203 -1.2056 -2.8860
H 3.3134 0.1303 -2.1819
O -2.9369 4.2572 -0.9693
H -3.2454 3.6080 -1.6014
H -2.1196 3.8923 -0.6300
O 3.6982 0.3465 1.3537
H 3.5128 -0.2532 2.0763
H 2.8740 0.4016 0.8701
O 0.0416 -4.2984 -2.9649
H 0.6130 -4.7912 -2.3760
H 0.6352 -3.7291 -3.4546
C 4.3733 -2.7713 3.0029
O 3.3444 -1.7640 3.1291
H 4.9111 -2.9668 3.9306
H 4.0596 -3.7110 2.5482
H 5.2132 -2.4156 2.4061
H 2.5432 -2.2378 3.3639
C 0.6425 4.8267 0.0765
O -0.4509 3.8697 -0.2267
H 0.7730 5.1894 1.0961
H 1.5580 4.2752 -0.1373
H 0.7115 5.6893 -0.5862
H -0.4373 3.0937 0.3382
C -3.0717 -1.3780 3.9825
O -2.9765 -0.8679 2.6489
H -3.4884 -0.8847 4.8607
H -3.6280 -2.3149 3.9567
H -2.0767 -1.6557 4.3304
H -2.7636 -1.5766 2.0373
C -3.1504 2.8339 3.5007
O -3.8904 1.6039 3.6244
H -3.6234 3.6433 4.0568
H -2.1297 2.7012 3.8592
H -3.0697 2.9889 2.4249
H -3.5116 1.0204 2.9629
C -0.6556 1.2991 6.5314
O 0.5335 0.5303 6.3484
H -1.4023 1.1858 5.7455
H -1.0964 0.9971 7.4815
H -0.5519 2.3779 6.6476
H 0.7142 -0.0656 7.0790

Results
E_LUMO = -0.08 eV
HOMO energy = -0.3257 hartree
Kohn-Sham gap = 0.32279 Eh



2.
Density functional theory data (wB97M-V/def2-TZVPD) for a molecular structure, C2AgFO in a non-equilibrium geometry.

Geometry (Å):
C -0.7651 -0.6336 -0.9330
C -0.2135 0.3447 -0.1160
O -0.3174 -0.5839 0.8335
F -0.8603 1.5395 0.0806
Ag 2.1563 -0.6666 0.1349

Results
E_LUMO (alpha / beta) = -2.26 / -2.20 eV
HOMO energy (alpha / beta) = -0.2880 / -0.2829 hartree
Energy relative to the best compared isomer or geometry (same formula, charge and spin) = 33.76 kcal per mole
Kohn-Sham gap (alpha / beta) = 0.20511 / 0.20206 Eh



3.
Density functional theory data (wB97M-V/def2-TZVPD) for a molecular structure, C2AgLiO4 in a non-equilibrium geometry.

Geometry (Å):
O -0.8059 -1.3446 0.0196
C -0.5632 -0.2430 -0.5456
O -1.4421 0.6239 -0.7493
Ag -1.5577 2.0819 1.0989
Li 0.8554 -2.2733 0.1648
O 0.8968 1.4555 0.2668
O 1.7328 -0.6042 -0.0380
C 0.8839 0.3039 -0.2172

Results
E_LUMO = -1.74 eV
HOMO energy = -0.3129 hartree
Energy relative to the best compared isomer or geometry (same formula, charge and spin) = 0.00 kcal per mole
Kohn-Sham gap = 0.24878 Eh



4.
Density functional theory data (wB97M-V/def2-TZVPD) for a molecular structure, C2AuClF5IO4.

Geometry (Å):
Au -1.3201 1.2293 0.6112
F -2.6048 -1.1547 1.6748
C -1.8347 -0.7775 0.5732
F -2.6234 -1.1433 -0.5179
C -0.6917 -1.8054 0.5574
F 0.1932 -1.5653 1.5350
F -1.1404 -3.0823 0.7598
F -0.0516 -1.8080 -0.6105
O 2.1138 0.1969 -2.0777
Cl 2.3028 1.2593 -1.1059
O 3.7194 1.3526 -0.7744
O 1.8584 2.5161 -1.6693
O 1.5506 0.9591 0.1029
I -1.4715 3.8232 0.9415

Results
E_LUMO = 4.98 eV
HOMO energy = -0.0716 hartree
Net charge = -2
Kohn-Sham gap = 0.25444 Eh



5.
Density functional theory data (wB97M-V/def2-TZVPD) for a single C2Br2F4O molecule in a non-equilibrium geometry.

Geometry (Å):
C -0.7178 0.1880 0.1312
C 0.8493 -0.1153 -0.5888
O -0.9874 -0.1642 1.4167
F -1.5502 -0.3014 -0.8264
F 0.8445 0.0897 -1.8992
F 1.1057 -1.4080 -0.2576
F -0.5135 -1.5462 1.7220
Br -1.0872 2.1214 0.0782
Br 2.0566 1.1360 0.2240

Results
E_LUMO (alpha / beta) = 0.38 / -4.33 eV
HOMO energy (alpha / beta) = -0.3603 / -0.3967 hartree
Multiplicity = 3
Kohn-Sham gap (alpha / beta) = 0.37420 / 0.23734 Eh



6.
Density functional theory data (wB97M-V/def2-TZVPD) for a molecular structure, C2Br3Cl2F in a non-equilibrium geometry.

Geometry (Å):
C -0.7258 -0.3600 -0.4095
C 0.7572 0.4342 0.3079
F -0.5439 -0.2509 -1.7279
Cl 0.8864 2.0434 -0.3432
Cl 0.3577 0.4564 2.0355
Br -0.7047 -2.2065 0.0679
Br -2.3080 0.5582 0.0925
Br 2.2811 -0.6749 -0.0233

Results
E_LUMO = 0.19 eV
HOMO energy = -0.3846 hartree
Energy relative to the best compared isomer or geometry (same formula, charge and spin) = 6.73 kcal per mole
Kohn-Sham gap = 0.39157 Eh



7.
Density functional theory data (wB97M-V/def2-TZVPD) for a molecular structure, C2Br3O3 in a non-equilibrium geometry.

Geometry (Å):
C -0.5257 -0.9800 2.1397
C 0.2290 0.3493 -1.2347
O -1.4370 -1.4016 2.6853
O -0.2852 -0.6858 -0.8811
O 0.3091 -0.4780 1.5581
Br 2.2271 0.4239 -0.9790
Br -0.4520 1.9520 -0.1503
Br -0.0653 0.8202 -3.1380

Results
E_LUMO = 3.17 eV
HOMO energy = -0.1960 hartree
Energy relative to the best compared isomer or geometry (same formula, charge and spin) = 0.00 kcal per mole
Net charge = -1
Kohn-Sham gap = 0.31259 Eh



8.
Density functional theory data (wB97M-V/def2-TZVPD) for a molecular structure, C2Br6S in a non-equilibrium geometry.

Geometry (Å):
C 1.5284 -0.1080 0.1571
C -1.6131 0.1041 -0.3118
S 0.3782 -0.0028 -1.2122
Br 1.1975 -1.6161 1.3665
Br 3.2346 -0.3929 -0.7514
Br 1.6647 1.5452 1.2186
Br -1.5704 0.4179 1.5555
Br -2.3656 1.5937 -1.2546
Br -2.4542 -1.5412 -0.7676

Results
E_LUMO = -0.99 eV
HOMO energy = -0.3545 hartree
Energy relative to the best compared isomer or geometry (same formula, charge and spin) = 0.00 kcal per mole
Kohn-Sham gap = 0.31791 Eh



> Number 6 is which compound?

C2Br3Cl2F